The following is a quantum chemistry calculation of the ion C11H14NO with charge +1, from the OMol25 dataset.

## Properties
Net charge: +1
Multiplicity: 1
ΔE to the lowest compared entry with this formula, charge and spin in kcal/mol: 48.2
LUMO energy in eV: -3.7353
SMILES string: C/C([NH3+])=C1/C=CC=C[C@@H]1CC=C=O
DFT total energy in eV: -15161.0635

Cartesian coordinates (Å):
C 0.282 -2.002 -1.926
C -0.600 -1.143 -1.022
N -2.053 -1.536 -1.349
C -0.326 -0.363 0.061
C -1.355 0.126 0.945
C -1.147 0.675 2.131
C 0.113 0.811 2.744
C 1.174 0.364 2.047
C 1.079 -0.145 0.585
C 1.888 0.896 -0.225
C 1.129 2.236 -0.353
C -0.026 2.518 -0.919
O -0.985 2.800 -1.490
H 1.179 -2.305 -1.381
H -0.156 -2.832 -2.337
H 0.878 -1.413 -2.580
H -2.052 -1.794 -2.333
H -2.612 -0.654 -1.320
H -2.296 -2.176 -0.667
H -2.458 0.013 0.783
H -1.973 0.961 2.754
H 0.263 1.080 3.682
H 2.180 0.214 2.219
H 1.739 -0.936 0.446
H 2.831 1.138 0.218
H 2.094 0.652 -1.213
H 1.212 2.814 0.499

natural (NBO) atomic charge list, values in e, 8 entries: -0.692, 0.122, -0.696, 0.009, -0.282, -0.110, -0.257, -0.062


The following is a quantum chemistry calculation of the molecule C3H3ClN2S, from the OMol25 dataset.

## Properties
Multiplicity: 1
ΔE to the lowest compared entry with this formula, charge and spin in kcal/mol: 26.4
LUMO energy in eV: 0.7038
SMILES string: Sc1c[nH]nc1Cl
DFT total energy in eV: -29496.1744

Cartesian coordinates (Å):
S -2.014 -0.909 0.003
C -0.605 0.281 0.071
C -0.767 1.579 -0.104
N 0.487 2.115 -0.014
N 1.415 1.154 0.008
C 0.778 0.004 0.054
Cl 1.559 -1.451 -0.019
H -3.036 -0.157 0.013
H -1.588 2.233 -0.010
H 0.602 3.066 0.195

natural (NBO) atomic charge list, values in e, 8 entries: 0.006, -0.224, -0.076, -0.321, -0.244, 0.029, 0.090, 0.115


The following is a quantum chemistry calculation of a structure of composition C32H45AsBrCoN4O3Si3, from the OMol25 dataset.

## Properties
Net charge: +2
Multiplicity: 1
LUMO energy (spin up / spin down) in eV: -6.7034 / -6.7056
DFT total energy in eV: -238150.1840

Cartesian coordinates (Å):
Co 0.052 0.521 -0.556
Br 2.774 5.986 3.334
C 1.811 4.784 2.254
C 0.844 5.273 1.359
C 0.123 4.419 0.559
C 0.334 3.032 0.610
O -0.393 2.249 -0.155
C 1.312 2.540 1.512
C 1.576 1.153 1.659
N 1.047 0.198 0.962
C 1.399 -1.167 1.114
C 1.966 -1.761 2.208
C 2.388 -3.107 2.131
C 2.269 -3.828 0.974
C 1.668 -3.240 -0.165
C 1.544 -3.868 -1.426
C 0.978 -3.185 -2.469
C 0.481 -1.888 -2.257
N 0.557 -1.287 -1.088
C 1.186 -1.927 -0.057
C 2.037 3.441 2.330
H 0.668 6.339 1.302
H -0.622 4.802 -0.126
H 2.300 0.868 2.420
H 2.108 -1.219 3.134
H 2.836 -3.561 3.004
H 2.634 -4.844 0.916
H 1.916 -4.876 -1.560
H 0.887 -3.627 -3.450
H 0.002 -1.344 -3.061
H 2.777 3.051 3.019
C -1.265 0.743 3.618
Si -2.659 1.044 2.421
C -2.972 2.848 2.115
C -4.228 0.285 3.064
As -2.043 -0.095 0.368
Si -3.345 0.764 -1.472
C -2.427 0.217 -3.008
C -3.391 2.620 -1.441
C -5.042 0.016 -1.364
Si -2.651 -2.423 0.583
C -4.404 -2.562 1.199
C -2.570 -3.213 -1.104
C -1.507 -3.224 1.818
H -1.562 1.140 4.593
H -0.347 1.253 3.330
H -1.062 -0.322 3.745
H -3.044 3.332 3.094
H -3.934 2.991 1.621
H -2.199 3.356 1.544
H -4.594 0.939 3.861
H -4.082 -0.702 3.499
H -5.015 0.226 2.311
H -1.456 0.721 -3.094
H -3.006 0.517 -3.885
H -2.280 -0.862 -3.059
H -2.395 3.055 -1.510
H -3.872 3.016 -0.549
H -3.972 2.952 -2.306
H -5.024 -1.074 -1.401
H -5.636 0.364 -2.213
H -5.559 0.325 -0.454
H -5.089 -1.823 0.788
H -4.461 -2.518 2.285
H -4.767 -3.549 0.898
H -3.396 -2.868 -1.728
H -2.690 -4.293 -0.978
H -1.638 -3.049 -1.641
H -1.411 -2.628 2.727
H -0.509 -3.430 1.433
H -1.954 -4.180 2.103
O 5.893 -3.110 -1.422
C 6.399 -1.864 -1.849
N 5.224 -1.030 -1.997
C 5.313 0.320 -2.070
O 6.350 0.940 -1.997
C 3.997 1.046 -2.173
C 3.934 2.269 -2.834
C 2.725 2.939 -2.880
C 1.628 2.391 -2.237
N 1.690 1.225 -1.581
C 2.859 0.571 -1.558
H 6.581 -3.776 -1.521
H 6.938 -1.954 -2.796
H 7.055 -1.398 -1.111
H 4.396 -1.506 -2.321
H 4.830 2.671 -3.289
H 2.625 3.885 -3.392
H 0.673 2.899 -2.221
H 2.893 -0.353 -0.997

Mulliken atomic charge list, values in e, 8 entries: -1.224, -0.127, -0.495, -0.416, -0.491, 0.027, -0.153, 0.108


The following is a quantum chemistry calculation of the molecule C4H3N3O, from the OMol25 dataset.

## Properties
Multiplicity: 1
ΔE to the lowest compared entry with this formula, charge and spin in kcal/mol: 97.8
LUMO energy in eV: -0.1540
SMILES string: O=C1Cc2[nH]nnc21
DFT total energy in eV: -10709.4118

Cartesian coordinates (Å):
O -2.561 -1.207 -0.273
C -1.490 -0.606 0.205
C -1.040 0.869 0.159
C 0.350 0.387 0.007
N 1.738 0.239 -0.183
N 2.062 -1.029 0.003
N 1.058 -1.688 0.108
C -0.048 -0.927 0.276
H -1.515 1.440 -0.663
H -0.896 1.585 0.978
H 2.343 0.937 -0.617

natural (NBO) atomic charge list, values in e, 8 entries: -0.510, 0.556, -0.486, 0.156, -0.357, -0.006, -0.179, -0.086


The following is a quantum chemistry calculation of a cluster of 3 separate species, C22H34BBrF2O8 in total, from the OMol25 dataset.

## Properties
Multiplicity: 1
ΔE to the lowest compared entry with this formula, charge and spin in kcal/mol: 11.8
LUMO energy in eV: -1.1392
SMILES string: CCOB(O)C1=C([C@H](F)CC)C(=O)C(CCCBr)=C(F)C1=O.CCOC(C)=O.CCOC(C)=O
DFT total energy in eV: -115900.1758

Cartesian coordinates (Å):
C 5.069 0.999 -0.716
C 3.988 1.000 -1.811
O 3.839 -0.351 -2.274
B 2.854 -0.500 -3.240
O 3.256 -0.602 -4.541
C 1.333 -0.583 -2.732
C 0.315 0.154 -3.174
C 0.478 1.227 -4.243
F 0.952 0.723 -5.442
C 1.276 2.453 -3.751
C 0.524 2.995 -2.494
C -1.056 -0.067 -2.553
O -1.975 0.539 -3.008
C -1.298 -1.033 -1.443
C -2.658 -1.274 -0.796
C -3.551 -0.002 -0.650
C -4.801 -0.187 -1.555
Br -5.957 -1.609 -0.845
C -0.280 -1.750 -1.025
F -0.383 -2.643 -0.075
C 1.084 -1.605 -1.638
O 1.972 -2.272 -1.239
H 5.871 0.344 -1.081
H 5.537 1.986 -0.617
H 4.691 0.611 0.235
H 4.323 1.681 -2.613
H 3.018 1.335 -1.401
H 2.796 -1.322 -4.996
H -0.530 1.616 -4.453
H 1.186 3.209 -4.540
H 2.325 2.215 -3.555
H -0.526 2.674 -2.596
H 0.509 4.087 -2.465
H 0.885 2.530 -1.569
H -3.173 -2.060 -1.364
H -2.471 -1.651 0.215
H -3.951 -0.003 0.373
H -3.042 0.936 -0.882
H -5.398 0.723 -1.641
H -4.444 -0.516 -2.536
C -9.287 -2.106 3.100
C -8.710 -1.159 4.131
O -7.603 -0.424 3.603
C -7.726 0.729 2.918
C -9.086 1.132 2.399
O -6.747 1.379 2.666
H -9.688 -1.569 2.240
H -10.090 -2.705 3.535
H -8.513 -2.777 2.726
H -9.461 -0.487 4.549
H -8.311 -1.734 4.966
H -9.209 0.749 1.387
H -9.134 2.219 2.378
H -9.914 0.797 3.021
C 7.008 -0.688 4.421
C 7.021 -1.438 3.106
O 7.013 -0.542 1.992
C 8.125 -0.001 1.454
C 9.423 -0.077 2.222
O 8.048 0.593 0.413
H 7.902 -0.076 4.544
H 6.951 -1.383 5.260
H 6.151 -0.014 4.465
H 7.852 -2.143 3.034
H 6.108 -2.027 3.016
H 9.526 0.817 2.835
H 10.241 -0.113 1.505
H 9.517 -0.962 2.847

natural (NBO) atomic charge list, values in e, 8 entries: -0.623, -0.067, -0.732, 1.186, -0.878, -0.411, -0.072, 0.172


The following is a quantum chemistry calculation of a cluster of 3 separate species, C4H11NO2 in total, from the OMol25 dataset.

## Properties
Multiplicity: 1
ΔE to the lowest compared entry with this formula, charge and spin in kcal/mol: 94.8
LUMO energy in eV: 0.4216
SMILES string: C=C/C=C/N.O.O
DFT total energy in eV: -9908.1330

Cartesian coordinates (Å):
C -0.854 2.163 -2.182
C -1.605 1.071 -2.054
C -1.392 0.000 -0.982
C -1.012 0.254 0.361
N -0.944 -0.822 1.150
H -0.708 2.839 -3.038
H -0.110 2.506 -1.380
H -2.323 0.820 -2.786
H -2.035 -0.921 -1.350
H -1.122 1.284 0.625
H -0.641 -1.655 0.618
H -0.580 -0.764 2.057
O 2.092 -2.226 -3.289
H 2.850 -2.726 -3.856
H 2.639 -1.839 -2.456
O 2.230 -0.163 5.980
H 2.229 0.113 6.967
H 1.284 0.067 5.614

natural (NBO) atomic charge list, values in e, 8 entries: -0.428, -0.204, -0.364, 0.011, -0.786, 0.202, 0.175, 0.197


The following is a quantum chemistry calculation of a structure of composition HORb, from the OMol25 dataset.

## Properties
Multiplicity: 1
ΔE to the lowest compared entry with this formula, charge and spin in kcal/mol: 0.0
LUMO energy in eV: -0.7613
DFT total energy in eV: -2717.8318

Cartesian coordinates (Å):
Rb 8.217 -4.662 -12.622
O 8.114 -2.462 -11.033
H 7.515 -1.745 -11.321

For each atom in turn, the Mulliken charge in e is: 0.911, -1.058, 0.146


The following is a quantum chemistry calculation of a cluster of 2 separate species, C6H8Br2O2 in total, from the OMol25 dataset.

## Properties
Multiplicity: 1
ΔE to the lowest compared entry with this formula, charge and spin in kcal/mol: 88.3
LUMO energy (spin up / spin down) in eV: 0.6284 / -3.8062
DFT total energy in eV: -150526.3167

Cartesian coordinates (Å):
C -0.933 0.381 2.310
C -1.373 1.170 3.103
C -0.318 -0.650 1.497
C 0.754 -0.105 0.542
C -0.769 1.096 -1.063
C 0.252 0.041 -0.929
O -0.396 2.366 -1.018
O -0.306 -1.154 -1.406
Br 1.446 -2.845 3.898
Br -2.101 2.444 4.161
H 0.145 -1.364 2.184
H -1.093 -1.179 0.936
H 1.118 0.862 0.887
H 1.600 -0.796 0.519
H -1.806 0.813 -1.163
H 1.135 0.331 -1.524
H -1.145 2.978 -1.043
H 0.298 -1.879 -1.203

natural (NBO) atomic charge list, values in e, 8 entries: -0.015, -0.192, -0.484, -0.407, 0.086, 0.029, -0.667, -0.707


The following is a quantum chemistry calculation of a cluster of 2 separate species, C9H16NO in total, from the OMol25 dataset.

## Properties
Net charge: +2
Multiplicity: 2
ΔE to the lowest compared entry with this formula, charge and spin in kcal/mol: 48.4
LUMO energy (spin up / spin down) in eV: -6.8331 / -10.8850
Expectation value of S²: 0.765
DFT total energy in eV: -13110.2883

Cartesian coordinates (Å):
C 2.223 2.215 1.794
C -0.312 -0.612 1.903
C 0.781 0.136 2.240
C -1.189 -0.170 0.948
C 0.850 1.482 1.709
C -1.278 1.144 0.592
C -0.222 1.962 0.968
O -2.160 -1.092 0.626
H -0.337 -1.661 2.140
H 1.614 -0.369 2.750
H -2.799 -0.852 -0.083
H -2.072 1.355 -0.101
H 2.826 1.776 0.995
H 2.703 2.057 2.790
H -0.246 2.993 0.531
H 2.045 3.388 1.900
C 0.211 -0.746 -2.646
C 1.492 -1.224 -3.366
N -0.702 -1.987 -2.518
H 0.282 -0.274 -1.722
H -0.113 0.032 -3.361
H 1.090 -1.112 -4.506
H 1.746 -2.212 -3.190
H -0.167 -2.695 -2.006
H -1.418 -1.852 -1.847
H -0.720 -2.414 -3.366
H 2.417 -0.631 -3.149

natural (NBO) atomic charge list, values in e, 8 entries: -0.686, -0.223, -0.144, 0.418, 0.225, -0.225, -0.167, -0.596


The following is a quantum chemistry calculation of the ion C2H7N2OS with charge +1, from the OMol25 dataset.

## Properties
Net charge: +1
Multiplicity: 1
ΔE to the lowest compared entry with this formula, charge and spin in kcal/mol: 59.0
LUMO energy in eV: -4.6680
SMILES string: C[NH2+][C@]1(N)OS1
DFT total energy in eV: -18041.0272

Cartesian coordinates (Å):
C 0.087 1.523 0.726
N 0.493 0.082 0.700
C -0.462 -0.881 -0.485
N 0.420 -1.445 -1.344
O -1.550 -0.158 -0.768
S -1.900 -1.474 0.303
H 0.344 2.128 -0.094
H -1.000 1.602 0.867
H 0.469 2.065 1.708
H 0.272 -0.265 1.651
H 1.524 0.030 0.388
H 0.675 -2.375 -1.539
H 0.628 -0.833 -2.113

natural (NBO) atomic charge list, values in e, 8 entries: -0.454, -0.619, 0.461, -0.849, -0.528, 0.523, 0.236, 0.242


The following is a quantum chemistry calculation of a cluster of 11 separate species, C45H118N6O14 in total, from the OMol25 dataset.

## Properties
Net charge: +1
Multiplicity: 2
LUMO energy (spin up / spin down) in eV: -1.8273 / -6.7493
Expectation value of S²: 0.754
DFT total energy in eV: -86168.0449

Cartesian coordinates (Å):
C 1.665 0.712 6.419
O 1.853 2.122 6.586
C 0.760 2.692 7.384
C 0.913 4.280 7.446
N 0.878 4.917 6.144
C -0.545 4.937 5.677
C -0.512 5.345 4.239
O 0.041 4.318 3.442
C 0.385 4.754 2.134
H 0.700 0.467 5.975
H 1.734 0.057 7.287
H 2.397 0.341 5.701
H 0.869 2.368 8.419
H -0.188 2.388 6.941
H 1.890 4.446 7.900
H 0.172 4.714 8.117
H 1.329 4.286 5.496
H -1.068 5.637 6.329
H -1.072 3.988 5.780
H -0.067 6.326 4.069
H -1.532 5.490 3.882
H 1.294 5.350 2.215
H -0.395 5.384 1.707
H 0.562 3.882 1.505
C -0.917 6.921 -1.824
O -1.341 5.626 -2.217
C -0.331 4.650 -2.228
C -0.844 3.422 -2.937
N -1.897 2.782 -2.175
C -2.840 2.049 -3.012
C -2.180 0.899 -3.821
O -1.723 -0.057 -2.892
C -0.627 -0.881 -3.330
H -0.260 7.331 -2.591
H -0.468 6.982 -0.832
H -1.774 7.591 -1.751
H -0.092 4.377 -1.200
H 0.664 4.868 -2.616
H -0.040 2.759 -3.256
H -1.297 3.791 -3.857
H -1.501 2.199 -1.451
H -3.475 2.733 -3.575
H -3.602 1.649 -2.343
H -1.433 1.325 -4.491
H -2.930 0.411 -4.443
H -1.011 -1.581 -4.072
H -0.131 -1.343 -2.477
H 0.145 -0.311 -3.846
C -6.990 -7.777 -5.554
O -5.699 -8.182 -5.179
C -5.081 -7.428 -4.151
C -3.973 -8.266 -3.495
N -3.333 -7.398 -2.495
C -2.320 -7.940 -1.625
C -1.572 -6.834 -0.880
O -2.367 -6.281 0.121
C -1.686 -5.223 0.793
H -7.450 -8.574 -6.138
H -6.897 -6.836 -6.096
H -7.560 -7.632 -4.636
H -5.812 -7.220 -3.369
H -4.662 -6.526 -4.596
H -3.343 -8.579 -4.328
H -4.498 -9.106 -3.040
H -4.076 -7.021 -1.925
H -1.620 -8.482 -2.262
H -2.724 -8.701 -0.958
H -1.179 -6.034 -1.508
H -0.671 -7.270 -0.448
H -0.856 -5.670 1.340
H -2.423 -4.719 1.419
H -1.287 -4.494 0.088
C 4.484 2.617 -5.154
C 4.262 1.216 -4.433
C 2.760 1.034 -4.167
O 2.250 2.118 -3.400
C 2.798 2.297 -2.092
N 4.761 0.202 -5.410
H 3.991 3.449 -4.651
H 3.978 2.735 -6.113
H 5.530 2.861 -5.341
H 4.821 1.099 -3.505
H 2.612 0.101 -3.625
H 2.142 1.071 -5.065
H 3.836 2.624 -2.037
H 2.689 1.351 -1.561
H 2.143 2.986 -1.560
H 5.652 0.505 -5.779
H 4.912 -0.679 -4.941
C -5.188 6.863 1.723
C -4.095 6.269 0.836
C -3.739 4.829 1.193
O -2.622 4.392 0.492
C -2.112 3.142 1.033
N -4.451 6.421 -0.566
H -4.870 6.893 2.765
H -6.165 6.381 1.681
H -5.277 7.906 1.420
H -3.280 6.971 1.012
H -4.591 4.163 1.057
H -3.492 4.767 2.253
H -1.116 2.805 0.745
H -2.668 2.257 0.723
H -2.029 3.074 2.117
H -5.167 5.785 -0.886
H -4.879 7.322 -0.728
C -3.613 -2.584 -1.621
C -4.278 -2.019 -0.353
C -4.691 -0.545 -0.603
O -5.508 0.019 0.450
C -6.137 1.217 0.032
N -5.471 -2.761 -0.050
H -3.191 -3.556 -1.369
H -2.746 -2.026 -1.974
H -4.313 -2.626 -2.456
H -3.592 -2.159 0.482
H -5.238 -0.591 -1.545
H -3.796 0.058 -0.753
H -5.546 2.097 0.286
H -7.022 1.319 0.660
H -6.470 1.329 -1.000
H -6.193 -2.640 -0.746
H -5.996 -2.161 0.570
C 4.781 4.293 3.822
C 4.963 2.890 3.254
C 3.986 2.680 2.157
O 6.299 2.687 2.810
H 5.436 4.516 4.664
H 3.810 4.525 4.261
H 5.002 5.111 3.136
H 4.735 2.136 4.007
H 4.038 1.658 1.780
H 4.187 3.254 1.252
H 2.949 2.908 2.401
H 6.430 1.736 2.798
C 3.483 -5.443 3.602
C 2.167 -4.737 4.058
C 1.351 -4.137 2.948
O 1.379 -5.753 4.661
H 4.212 -5.530 4.408
H 3.938 -4.835 2.820
H 3.203 -6.357 3.079
H 2.487 -3.961 4.753
H 0.767 -4.823 2.335
H 1.993 -3.667 2.203
H 0.776 -3.253 3.222
H 0.662 -5.247 5.050
C 4.800 -0.434 -0.732
C 6.030 -1.335 -1.021
C 6.688 -0.904 -2.320
O 6.959 -1.215 -0.022
H 4.409 -0.642 0.264
H 3.962 -0.577 -1.413
H 5.079 0.619 -0.693
H 5.646 -2.342 -1.188
H 7.154 -1.766 -2.797
H 7.422 -0.140 -2.061
H 5.952 -0.581 -3.056
H 7.589 -1.939 -0.035
C 0.604 0.744 1.527
C 0.394 -0.152 0.315
C -0.473 -1.317 0.633
O -0.324 0.676 -0.547
H -0.282 1.088 2.060
H 1.221 1.594 1.235
H 1.234 0.191 2.223
H 1.272 -0.548 -0.195
H -0.095 -1.951 1.435
H -0.545 -1.906 -0.281
H -1.497 -1.011 0.846
H -0.664 0.123 -1.255
C 4.083 -4.722 -0.396
C 3.146 -4.522 -1.614
C 1.805 -4.035 -1.211
O 3.695 -3.646 -2.583
H 5.060 -4.903 -0.844
H 3.755 -5.506 0.287
H 4.229 -3.792 0.153
H 2.970 -5.452 -2.153
H 1.140 -3.882 -2.060
H 1.826 -3.151 -0.573
H 1.255 -4.806 -0.672
H 3.303 -3.905 -3.420

Mulliken atomic charge list, values in e, 8 entries: -0.809, -0.232, -0.522, -0.878, -0.282, -0.741, -0.557, 0.126